Record 1
{
  "formula": "C4H13NO",
  "method": "ωB97M-V/def2-TZVPD",
  "homo_lumo_gap_ha": 0.381,
  "symbols": ["C", "C", "C", "C", "N", "H", "H", "H", "H", "H", "H", "H", "H", "H", "H", "H", "O", "H", "H"],
  "xyz": [[0.3108, -0.0610, -1.7375], [-0.0347, 0.8536, -0.2915], [0.9665, 0.5466, 0.8925], [-1.4532, 0.5656, 0.2325], [-2.5065, 0.8703, -0.8570], [0.3494, -1.2400, -1.5673], [-0.6194, 0.1320, -2.2907], [1.4523, 0.2396, -2.1011], [-0.0311, 1.8106, -0.7011], [1.0410, 1.3848, 1.5780], [2.0172, 0.5327, 0.4926], [0.7001, -0.3869, 1.3820], [-1.6108, -0.5250, 0.4309], [-1.6254, 1.0868, 1.2121], [-2.0377, 1.0372, -1.7108], [-2.8399, 1.8009, -0.6815], [2.0637, -3.1111, 1.5793], [1.8213, -3.4579, 2.3806], [2.0365, -2.0789, 1.7580]]
}

***

Record 2
{
  "formula": "C2H11O6Zn",
  "method": "ωB97M-V/def2-TZVPD",
  "homo_lumo_gap_ha": 0.132,
  "total_charge": 1,
  "symbols": ["Zn", "C", "C", "O", "O", "H", "H", "H", "O", "H", "H", "O", "H", "H", "O", "H", "H", "O", "H", "H"],
  "xyz": [[-0.9328, 0.7117, -0.2616], [3.6580, -2.8273, 1.2061], [2.4069, -2.0376, 0.7766], [2.1956, -1.7561, -0.4308], [1.6429, -1.5700, 1.5807], [4.5835, -2.6078, 0.6738], [3.4556, -3.8910, 1.3316], [3.9375, -2.4841, 2.2022], [-3.3134, -2.1425, -0.6543], [-3.5554, -2.6105, 0.1449], [-3.4871, -2.7660, -1.3595], [1.0468, 3.7430, -0.0383], [1.5807, 3.8477, 0.7493], [1.2523, 4.5111, -0.5713], [-3.2145, 2.0882, 1.8704], [-3.0141, 2.3131, 2.7790], [-4.1208, 2.3707, 1.7475], [-1.4466, 1.6147, -3.5419], [-0.7835, 1.2307, -4.1154], [-1.8916, 2.2618, -4.0892]]
}

***

Record 3
{
  "formula": "C22H47AsAuO2Si4",
  "method": "ωB97M-V/def2-TZVPD",
  "homo_lumo_gap_ha": [0.233, 0.292],
  "total_charge": -1,
  "s_squared": 2.045,
  "spin_multiplicity": 3,
  "symbols": ["Au", "C", "C", "C", "O", "H", "H", "H", "H", "H", "H", "C", "Si", "C", "C", "O", "H", "H", "H", "H", "H", "H", "H", "H", "H", "C", "C", "C", "C", "C", "C", "C", "H", "H", "H", "H", "H", "C", "Si", "C", "C", "As", "Si", "C", "C", "C", "Si", "C", "C", "C", "H", "H", "H", "H", "H", "H", "H", "H", "H", "H", "H", "H", "H", "H", "H", "H", "H", "H", "H", "H", "H", "H", "H", "H", "H", "H", "H"],
  "xyz": [[0.7783, 0.1847, 1.0316], [0.2833, -2.4229, -1.5431], [-1.1427, -2.0280, -1.8481], [-2.1492, -2.3280, -0.7735], [-1.4535, -1.5077, -2.8982], [0.4553, -3.4186, -1.9643], [0.4627, -2.4611, -0.4694], [0.9668, -1.7199, -2.0085], [-2.0731, -3.3739, -0.4650], [-3.1585, -2.0941, -1.1050], [-1.8805, -1.7226, 0.1007], [4.7892, -0.4352, -0.8487], [3.4560, 0.8718, -1.1148], [2.6478, 0.5021, -2.7827], [4.3543, 2.5216, -1.2802], [2.4254, 0.9266, 0.1030], [5.5160, -0.4587, -1.6665], [4.3372, -1.4276, -0.7690], [5.3287, -0.2404, 0.0824], [3.1835, 0.9659, -3.6169], [1.6169, 0.8654, -2.7918], [2.6133, -0.5720, -2.9809], [5.0769, 2.5014, -2.1020], [4.8952, 2.7507, -0.3576], [3.6555, 3.3414, -1.4654], [-0.7287, -0.5084, 2.0250], [-1.6179, -0.4529, 3.0945], [-2.7105, -1.3590, 3.2280], [-3.5960, -1.2723, 4.2815], [-3.4469, -0.2927, 5.2642], [-2.3795, 0.6027, 5.1678], [-1.4873, 0.5312, 4.1198], [-2.8405, -2.1263, 2.4729], [-4.4180, -1.9765, 4.3447], [-4.1468, -0.2285, 6.0874], [-2.2480, 1.3653, 5.9274], [-0.6627, 1.2291, 4.0490], [-3.6262, 0.9248, -3.5970], [-2.1572, 2.0921, -3.5825], [-0.9025, 1.4621, -4.8222], [-2.7501, 3.7944, -4.1328], [-1.1345, 1.9808, -1.4758], [0.0400, 4.0141, -1.3766], [1.0994, 4.1497, -2.9221], [1.1428, 3.9472, 0.1291], [-1.0091, 5.5744, -1.2664], [-2.9417, 2.4316, -0.0338], [-2.2421, 3.0871, 1.5746], [-3.8075, 0.8071, 0.2850], [-4.2153, 3.6471, -0.7045], [-4.0409, 0.8569, -4.6072], [-4.4212, 1.2570, -2.9271], [-3.3017, -0.0735, -3.2915], [-1.3226, 1.4509, -5.8321], [-0.6131, 0.4432, -4.5522], [0.0001, 2.0777, -4.8311], [-3.2422, 3.7243, -5.1076], [-1.9194, 4.4976, -4.2265], [-3.4644, 4.2109, -3.4199], [1.7184, 3.2597, -3.0476], [1.7629, 5.0164, -2.8522], [0.4857, 4.2644, -3.8192], [1.7148, 3.0140, 0.1481], [0.5489, 3.9846, 1.0444], [1.8377, 4.7931, 0.1393], [-1.7084, 5.6642, -2.0999], [-0.3534, 6.4508, -1.2729], [-1.5809, 5.5966, -0.3379], [-1.4119, 2.4488, 1.8891], [-2.9958, 3.0698, 2.3669], [-1.8750, 4.1088, 1.4719], [-3.0911, 0.1036, 0.7126], [-4.2110, 0.3802, -0.6350], [-4.6234, 0.9303, 1.0028], [-3.7626, 4.6102, -0.9432], [-5.0010, 3.8144, 0.0391], [-4.6899, 3.2635, -1.6101]]
}

***

Number 1: total energy -290.11768 a.u.. Number 2: total energy -2313.10524 a.u.. Number 3: total energy -4546.56511 a.u..